The following is a quantum chemistry calculation of a structure of composition C6H9BI2O6S in a non-equilibrium geometry, from OMol25.

Its LUMO energy is -0.43 eV. The orbital gap comes out at 8.6 eV.

Geometry as XYZ:
```
25
Properties=species:S:1:pos:R:3:mulliken_charge:R:1
C -0.2380 -2.4686 0.9411 -0.75
C -0.6097 -2.0461 -0.5591 -0.14
I -1.0302 -3.7321 -1.9000 0.03
C -0.6883 -0.6989 -0.9822 -0.61
I -1.2470 -0.3247 -3.0719 0.12
C -0.4151 0.5135 0.0146 1.72
C 1.0316 0.7095 0.6443 -1.31
B 2.2568 0.5439 -0.4165 0.70
O 2.2230 1.0183 -1.7641 -0.55
O 3.4938 -0.0881 -0.0110 -0.54
C -1.4504 0.5951 1.2450 -0.39
O -2.2658 1.8127 1.2105 -0.33
S -2.3156 2.1585 -0.4351 1.00
O -3.4208 1.3525 -1.0446 -0.52
O -2.6072 3.6180 -0.6412 -0.57
O -0.7369 1.6892 -0.7889 -0.41
H -0.0730 -3.5912 1.0394 0.40
H 0.7732 -1.9803 1.1567 0.12
H -0.9977 -2.0745 1.6826 0.20
H 1.2603 -0.0203 1.4986 0.31
H 1.0501 1.7445 1.1350 0.34
H 3.1269 1.3717 -1.9158 0.29
H 3.5035 -0.1979 0.9613 0.32
H -2.1802 -0.2742 1.3460 0.23
H -0.7846 0.7243 2.1572 0.35
```

=====

The following is a quantum chemistry calculation of a cluster of 2 separate species, C10H22Br2O7P2S2 in total in a non-equilibrium geometry, from OMol25.

Its LUMO energy is 0.00 eV. The SMILES is CCOP(=O)(CC[C@H]1OS(=O)(=O)O[C@H]1[PH2]=S)OCC.BrCCBr. The orbital gap comes out at 9.0 eV.

Geometry as XYZ:
```
45
Properties=species:S:1:pos:R:3:mulliken_charge:R:1
C -1.2086 1.4750 -3.5148 -0.96
C 0.2121 1.1850 -2.9337 -0.38
O 0.1112 0.7349 -1.5647 -0.20
P -0.3798 -0.8609 -1.4927 0.77
O 0.2793 -1.7300 -2.5283 -0.81
C 0.0831 -1.3938 0.2319 -0.16
C -0.7713 -0.5276 1.2517 -0.74
C 0.0776 -0.1138 2.4743 -0.06
O 1.4099 0.3561 2.1930 -0.17
S 1.5815 1.8409 2.9123 1.07
O 2.9207 2.2001 3.4165 -0.59
O 1.2521 2.7855 1.8320 -0.51
O 0.4532 1.5807 4.0906 -0.35
C -0.5760 0.6755 3.6672 0.07
P -2.0418 1.8234 3.3380 0.14
S -1.9742 2.8166 1.6651 -0.31
O -2.0392 -0.8469 -1.5140 -0.26
C -2.6177 -1.7157 -2.4988 -0.17
C -3.9995 -2.1741 -1.9015 -1.18
H -1.5195 0.6639 -4.2015 0.19
H -1.9025 1.5532 -2.6544 0.28
H -1.2660 2.4547 -4.0277 0.37
H 0.7617 2.1456 -2.8963 0.31
H 0.8206 0.5064 -3.5562 0.41
H 1.1664 -1.2882 0.3889 -0.09
H -0.1594 -2.4715 0.2877 0.42
H -1.6423 -1.1545 1.5277 0.32
H -1.1299 0.3501 0.6835 0.25
H 0.2956 -1.1002 2.9479 0.22
H -0.9609 -0.0699 4.3890 0.40
H -3.2788 1.1246 3.5352 0.11
H -1.9863 2.7808 4.4035 0.10
H -2.8033 -1.1400 -3.4269 0.18
H -2.0461 -2.6358 -2.6954 0.37
H -4.5875 -1.2629 -1.6994 0.29
H -4.4925 -2.8905 -2.5748 0.37
H -3.7597 -2.6186 -0.9142 0.28
Br 3.4131 -1.9036 -1.0879 -0.12
C 4.5874 -1.1375 0.2658 -0.56
C 4.3804 0.3509 0.3902 -0.32
Br 5.2179 1.3089 -1.0844 -0.13
H 5.6042 -1.4063 -0.0061 0.42
H 4.3191 -1.6396 1.1947 0.35
H 4.8640 0.7315 1.2889 0.37
H 3.3317 0.6378 0.3981 0.01
```

=====

The following is a quantum chemistry calculation of an isolated molecule of C6H7N in a non-equilibrium geometry, from OMol25.

Its LUMO energy is 0.90 eV. The SMILES is N#C[C@@H]1CC12CC2. The orbital gap comes out at 11.6 eV. Its energy above the lowest of the compared OMol25 structures with the same formula, charge and spin is 400.7 kJ/mol.

Geometry as XYZ:
```
14
Properties=species:S:1:pos:R:3:mulliken_charge:R:1
C 1.0233 2.1972 -1.6206 0.06
C 1.0063 -0.0013 0.9975 -0.41
C 0.3811 -1.1988 0.3898 -0.61
C -1.1514 0.9636 -0.6060 -0.77
C 0.0501 0.7876 -1.4774 0.05
C 0.0566 0.1963 -0.1261 0.28
N 1.7552 3.1461 -1.7845 -0.47
H -0.0037 0.1525 -2.3840 0.37
H 0.5723 0.1048 1.9958 0.19
H 1.9335 0.4067 0.8429 0.32
H 0.9515 -2.0269 -0.1651 0.24
H -0.3992 -1.6767 1.0750 0.18
H -1.1406 1.8244 -0.1147 0.33
H -2.1639 0.4635 -0.8001 0.23
```

=====

The following is a quantum chemistry calculation of a structure of composition C6H14OS in a non-equilibrium geometry, from OMol25.

Its LUMO energy is 0.37 eV. The orbital gap comes out at 8.2 eV. Its energy above the lowest of the compared OMol25 structures with the same formula, charge and spin is 470.1 kJ/mol.

Geometry as XYZ:
```
22
Properties=species:S:1:pos:R:3:mulliken_charge:R:1
C 1.6260 1.6964 -0.9644 -0.87
C -0.8542 -0.8625 1.3120 -1.53
C -1.0642 1.6649 0.8920 -1.61
C -1.1282 -0.1081 -0.9646 -1.60
C 1.9960 -1.6365 -0.3719 -0.88
C -0.6370 0.3685 0.3411 1.42
O 1.7742 0.6091 1.4247 -0.66
S 1.2360 0.4871 0.1195 0.84
H 2.6907 2.0108 -1.0545 0.32
H 1.1637 1.5544 -2.0550 0.22
H -0.4592 -0.7996 2.3075 0.31
H -1.9380 -1.0101 1.3621 0.50
H -0.4995 -1.7506 0.7330 0.38
H -2.0581 1.6292 1.3437 0.40
H -0.8059 2.3730 0.0658 0.41
H -0.3783 1.7769 1.6605 0.50
H -1.7253 0.5482 -1.6756 0.28
H -0.3599 -0.5255 -1.6634 0.31
H -1.7691 -1.0029 -0.8489 0.37
H 2.2967 -2.3155 0.4804 0.26
H 1.0636 -1.9928 -0.9940 0.26
H 2.8032 -1.0919 -0.9267 0.36
```

=====

The following is a quantum chemistry calculation of an isolated molecule of C2H3BrN2S in a non-equilibrium geometry, from OMol25.

Its LUMO energy is -1.00 eV. The SMILES is Br[C@H]1N=NCS1. The orbital gap comes out at 8.5 eV. Its energy above the lowest of the compared OMol25 structures with the same formula, charge and spin is 130.2 kJ/mol.

Geometry as XYZ:
```
9
Properties=species:S:1:pos:R:3:mulliken_charge:R:1
C 1.1971 -0.1775 0.6199 -0.28
C -0.9175 0.0121 -0.7054 -0.19
N 0.7358 1.1190 0.2806 -0.19
N -0.2950 1.2020 -0.3545 -0.13
S 0.0357 -1.3879 -0.1182 -0.08
Br -2.9846 -0.0989 0.1038 -0.20
H 2.1934 -0.3478 0.2093 0.30
H 1.2519 -0.2626 1.7084 0.29
H -1.2168 -0.0583 -1.7441 0.47
```

=====

The following is a quantum chemistry calculation of a cluster of 4 separate species, C14H32Cl4N3O3P in total in a non-equilibrium geometry, from OMol25.

Its LUMO energy is 0.00 eV. The SMILES is CN(C)P(=O)(N(C)C)N(C)C.O=C1CCCO1.ClCCCl.ClCCCl. The orbital gap comes out at 8.8 eV. Its energy above the lowest of the compared OMol25 structures with the same formula, charge and spin is 16.8 kJ/mol.

Geometry as XYZ:
```
57
Properties=species:S:1:pos:R:3:mulliken_charge:R:1
Cl 10.4180 8.9751 -12.1724 -0.17
C 9.6475 8.4866 -10.6621 -0.51
C 10.7294 8.3550 -9.5494 -0.34
Cl 11.9869 7.2136 -10.0572 -0.17
H 8.9587 7.6514 -10.7897 0.34
H 8.9062 9.2656 -10.4838 0.31
H 10.2548 8.0819 -8.6069 0.27
H 11.1700 9.3273 -9.3290 0.28
Cl 20.6143 7.4956 -3.3562 -0.20
C 19.0916 7.0045 -4.2716 -0.33
C 19.2005 5.9913 -5.3145 -0.31
Cl 20.1731 4.6535 -4.7328 -0.19
H 18.5443 7.8573 -4.6732 0.23
H 18.4495 6.5533 -3.5152 0.29
H 19.6236 6.2531 -6.2844 0.32
H 18.2059 5.5627 -5.4369 0.21
O 10.4586 10.7171 -2.1149 -0.82
P 9.1081 10.9521 -2.6943 0.48
N 7.8640 11.4875 -1.5701 0.09
C 7.7529 12.8693 -1.0223 -0.78
C 7.5733 10.4008 -0.5203 -0.98
N 8.4456 9.6593 -3.5231 0.27
C 7.0700 9.5805 -4.0961 -1.12
C 9.1428 8.3193 -3.6266 -0.89
N 9.2466 12.1378 -3.9358 0.13
C 8.0900 12.9159 -4.5658 -0.64
C 10.4194 12.9953 -4.0267 -1.17
H 7.7643 13.5516 -1.8723 0.14
H 8.5837 12.9313 -0.3195 0.37
H 6.8730 12.8828 -0.3790 0.30
H 7.4359 9.4339 -1.0043 0.20
H 6.8114 10.7903 0.1550 0.35
H 8.5209 10.3653 0.0172 0.37
H 7.0060 10.1711 -5.0101 0.30
H 6.7664 8.6040 -4.4734 0.42
H 6.3743 10.1125 -3.4472 0.42
H 10.2274 8.4255 -3.6011 0.18
H 8.8405 7.6908 -2.7889 0.30
H 8.9786 7.8504 -4.5968 0.42
H 7.3826 12.1236 -4.8107 0.04
H 7.5834 13.6112 -3.8965 0.28
H 8.4214 13.5271 -5.4054 0.33
H 10.5665 13.2932 -5.0648 0.46
H 11.2636 12.3629 -3.7522 0.25
H 10.2058 13.7563 -3.2762 0.37
O 16.2439 8.9033 -4.5611 -0.62
C 15.0563 9.0641 -4.9865 0.52
O 14.3114 10.0073 -4.4507 -0.31
C 13.0148 10.0455 -4.9811 -0.20
C 13.2755 9.4510 -6.3707 -0.13
C 14.2120 8.3370 -6.0135 -0.55
H 12.5483 11.0305 -4.9652 -0.04
H 12.3773 9.4562 -4.3220 0.28
H 13.7760 10.1854 -7.0017 0.32
H 12.4645 9.0578 -6.9838 0.07
H 14.8125 8.0067 -6.8610 0.31
H 13.7630 7.4629 -5.5417 0.28
```

=====

The following is a quantum chemistry calculation of a structure of composition C5H11NO3 in a non-equilibrium geometry, from OMol25.

Its LUMO energy is 0.34 eV. The orbital gap comes out at 9.2 eV. Its energy above the lowest of the compared OMol25 structures with the same formula, charge and spin is 247.4 kJ/mol.

Geometry as XYZ:
```
20
Properties=species:S:1:pos:R:3:mulliken_charge:R:1
C -2.1590 -0.1190 0.0459 0.67
C 1.5470 0.9143 -0.0741 -0.97
C 0.2522 -0.5031 1.3695 -1.05
C 0.7748 -1.2484 -0.8364 -1.05
C -0.8195 0.5678 -0.5592 0.04
N 0.4510 -0.0640 -0.0264 0.17
O -2.8941 0.7595 0.4944 -0.74
O -2.2078 -1.3379 -0.0085 -0.66
O -0.8882 1.8876 -0.3557 -0.59
H 1.5829 1.3736 -1.0611 0.35
H 1.3642 1.6998 0.6581 0.37
H 2.4957 0.4233 0.1441 0.38
H -0.1436 0.3150 1.9678 0.38
H -0.4655 -1.3238 1.3853 0.46
H 1.2011 -0.8382 1.7878 0.39
H -0.1132 -1.8817 -0.8778 0.37
H 1.0480 -0.9422 -1.8443 0.47
H 1.6034 -1.7940 -0.3872 0.38
H -0.8257 0.1434 -1.9191 0.18
H -1.8038 1.9681 0.0971 0.43
```

=====

The following is a quantum chemistry calculation of a cluster of 2 separate species, C3H10NO in total in a non-equilibrium geometry, from OMol25.

Its total charge is +1. Its LUMO energy is -4.75 eV. The orbital gap comes out at 10.6 eV. Its energy above the lowest of the compared OMol25 structures with the same formula, charge and spin is 220.8 kJ/mol.

Geometry as XYZ:
```
15
Properties=species:S:1:pos:R:3:mulliken_charge:R:1
C -0.2526 1.7078 -1.5093 -0.57
O 0.1202 1.5820 -0.1292 -0.54
H -1.3414 1.5441 -1.4459 0.27
H -0.1842 2.8300 -1.8631 0.30
H 0.2045 0.9221 -2.1680 0.23
H 0.3806 2.4692 0.1842 0.35
C 1.2261 -1.4804 0.3883 -0.87
C -1.0883 -1.4242 0.8190 -0.11
N -0.0491 -0.7500 0.6771 0.00
H 1.7966 -0.6656 -0.0202 0.31
H 1.0428 -2.3462 -0.1337 0.37
H 1.5863 -1.7522 1.3396 0.37
H -1.2990 -2.4293 0.4266 0.25
H -2.0754 -1.0615 1.2884 0.26
H -0.0390 0.2633 0.4978 0.40
```